11
Properties=species:S:1:pos:R:3:lowdin_charge:R:1 method="wB97M-V/def2-TZVPD" largest_force_ev_per_a=5.80 gap_ev=10.2851 de_lowest_kj_mol=302.5
C 0.66583 -1.74764 -0.65833 -0.0685
C 1.07193 -0.57064 -0.24891 -0.6920
C -1.11272 1.17778 0.84154 -0.1192
C -0.22978 0.88604 -0.21762 -0.2962
O -1.52082 0.50121 -0.37886 -0.0403
Br 2.57754 0.03589 0.65945 0.7040
H 1.44064 -2.55655 -0.65469 0.0723
H -0.16915 -2.02313 -1.25642 0.0552
H -1.25746 0.52458 1.79004 0.1401
H -1.58458 2.21430 1.08620 0.1367
H 0.11859 1.55816 -0.96240 0.1078